Density functional theory data (the ωB97M-V functional and the def2-TZVPD basis) for C24H50N7O7P3S2V as an isolated structure.

- orbital gap (spin up / spin down) (eV) = 6.48 / 7.12
- relative energy (zero: lowest compared OMol25 entry of this formula, charge and spin) (kcal/mol) = 4.9
- electronic energy (a.u.) = -4619.34273
- spin multiplicity = 4
- highest occupied orbital energy (spin up / spin down) (eV) = -6.4 / -7.5

```
94
C24H50N7O7P3S2V the ωB97M-V functional and the def2-TZVPD basis
V -0.84 1.20 -0.82
C 1.45 5.95 -1.07
S 1.57 4.82 -2.46
C 0.30 3.64 -2.12
S -0.60 3.65 -0.63
N 0.15 2.78 -3.08
N -0.78 1.85 -2.68
C -1.74 1.51 -3.48
C -2.92 1.00 -2.81
C -4.09 0.66 -3.49
C -5.23 0.37 -2.77
C -5.17 0.42 -1.38
C -3.97 0.73 -0.77
N -2.86 1.01 -1.46
H 2.27 6.65 -1.19
H 1.55 5.42 -0.13
H 0.51 6.50 -1.09
H -1.74 1.77 -4.54
H -4.09 0.65 -4.57
H -6.15 0.12 -3.27
H -6.05 0.23 -0.77
H -3.87 0.77 0.30
C 0.30 -0.94 3.59
N -1.04 -1.32 3.13
C -1.55 -2.54 3.77
P -1.67 -0.94 1.67
O -1.31 0.41 1.17
O -1.41 -2.15 0.65
P -0.86 -2.23 -0.87
O -0.79 -0.89 -1.50
N -1.97 -3.16 -1.67
C -2.08 -4.59 -1.42
C -3.22 -2.55 -2.11
N 0.47 -3.17 -0.81
C 1.52 -2.89 -1.80
C 0.94 -3.83 0.40
N -3.30 -1.10 1.87
C -3.95 -0.14 2.76
C -4.11 -2.26 1.55
H 0.24 -0.75 4.67
H 0.62 -0.05 3.08
H 1.03 -1.71 3.39
H -1.16 -2.58 4.78
H -1.22 -3.45 3.25
H -2.63 -2.53 3.82
H -1.10 -5.01 -1.22
H -2.49 -5.08 -2.31
H -2.75 -4.81 -0.57
H -3.09 -1.48 -2.22
H -4.04 -2.75 -1.41
H -3.50 -2.96 -3.09
H 1.08 -2.46 -2.70
H 2.00 -3.83 -2.06
H 2.25 -2.19 -1.39
H 0.11 -4.02 1.08
H 1.68 -3.22 0.91
H 1.37 -4.80 0.12
H -3.32 0.74 2.89
H -4.15 -0.58 3.75
H -4.90 0.17 2.33
H -4.50 -2.74 2.46
H -3.53 -2.99 1.00
H -4.97 -1.97 0.94
C 1.07 2.58 2.58
C 2.48 2.36 2.07
C 2.82 3.39 1.00
C 3.48 2.45 3.22
O 2.64 1.00 1.59
P 1.98 0.21 0.36
O 1.25 -0.98 0.86
O 1.22 1.16 -0.53
O 3.26 -0.38 -0.41
C 4.30 0.25 -1.19
C 5.36 0.78 -0.24
C 3.76 1.34 -2.10
C 4.87 -0.89 -2.03
H 0.98 3.60 2.97
H 0.83 1.89 3.39
H 0.35 2.47 1.78
H 2.70 4.39 1.42
H 2.16 3.29 0.15
H 3.86 3.29 0.68
H 3.45 3.44 3.67
H 4.49 2.25 2.87
H 3.23 1.71 3.99
H 4.94 1.53 0.43
H 6.18 1.22 -0.80
H 5.75 -0.04 0.38
H 3.35 2.18 -1.55
H 2.96 0.95 -2.74
H 4.57 1.70 -2.74
H 5.20 -1.70 -1.38
H 5.72 -0.54 -2.61
H 4.11 -1.27 -2.72
```

Density functional theory data (the ωB97M-V functional and the def2-TZVPD basis) for an isolated ion of composition C24H50NOS3 and charge +1.

- orbital gap (eV) = 8.22
- charge = +1
- electronic energy (a.u.) = -2268.65949
- highest occupied orbital energy (eV) = -11.3

```
79
C24H50NOS3 the ωB97M-V functional and the def2-TZVPD basis
C 5.21 -0.97 1.70
C 5.78 -0.07 0.58
C 5.93 1.42 0.94
C 4.69 2.07 1.60
N 3.69 2.53 0.62
C 2.84 3.61 1.12
C 2.36 4.58 0.04
C 1.20 4.10 -0.86
C 0.05 3.40 -0.13
S -1.20 2.72 -1.29
C -0.38 1.93 -2.71
C -0.51 0.38 -2.73
C -1.64 -0.11 -3.67
C -2.88 0.80 -3.70
C -3.92 0.58 -2.58
C -4.59 -0.83 -2.65
C -4.59 -1.75 -1.40
C -3.27 -1.97 -0.65
C -2.52 -3.25 -1.12
C -3.15 -4.51 -0.43
C -2.26 -5.20 0.60
O -2.62 -4.76 1.90
C -2.98 -5.83 2.75
C 2.93 1.48 0.06
S 3.03 1.18 -1.54
S 1.86 0.42 0.98
C 1.63 1.07 2.66
C 0.70 0.04 3.36
C -0.51 0.77 3.97
H 5.10 -0.47 2.66
H 5.77 -1.89 1.77
H 4.21 -1.28 1.39
H 6.78 -0.43 0.37
H 5.23 -0.22 -0.35
H 6.07 1.96 0.00
H 6.82 1.56 1.55
H 5.08 2.89 2.19
H 4.21 1.39 2.31
H 3.47 4.20 1.79
H 1.99 3.29 1.72
H 2.02 5.48 0.56
H 3.19 4.91 -0.59
H 1.63 3.52 -1.67
H 0.78 4.99 -1.32
H 0.33 2.60 0.55
H -0.47 4.15 0.46
H -1.74 1.67 -0.62
H -0.81 2.38 -3.60
H 0.68 2.17 -2.74
H -0.54 0.00 -1.71
H 0.43 0.00 -3.14
H -1.97 -1.09 -3.31
H -1.21 -0.31 -4.65
H -3.43 0.55 -4.61
H -2.63 1.85 -3.79
H -4.72 1.29 -2.80
H -3.57 0.85 -1.58
H -4.14 -1.33 -3.51
H -5.63 -0.66 -2.90
H -4.87 -2.73 -1.77
H -5.32 -1.40 -0.68
H -2.56 -1.13 -0.68
H -3.52 -2.10 0.40
H -2.50 -3.34 -2.21
H -1.49 -3.13 -0.78
H -3.49 -5.19 -1.21
H -4.04 -4.20 0.11
H -2.47 -6.27 0.54
H -1.20 -5.02 0.41
H -4.00 -6.15 2.55
H -2.27 -6.66 2.71
H -2.95 -5.45 3.77
H 2.54 1.13 3.25
H 1.10 2.02 2.69
H 0.31 -0.65 2.62
H 1.23 -0.48 4.14
H -0.16 1.43 4.76
H -0.93 1.42 3.19
H -1.24 0.05 4.31
```

Density functional theory data (the ωB97M-V functional and the def2-TZVPD basis) for C24H51BBr2ClFI2NO14P3 as an isolated structure.

- orbital gap (eV) = 6.51
- electronic energy (a.u.) = -9405.31673
- highest occupied orbital energy (eV) = -8.9

```
100
C24H51BBr2ClFI2NO14P3 the ωB97M-V functional and the def2-TZVPD basis
C 1.82 -3.91 -4.21
C 0.52 -3.28 -3.45
B 0.61 -3.59 -1.87
O 1.95 -3.93 -1.42
C -0.52 -3.50 -0.72
C 0.11 -2.58 0.42
C 0.97 -1.32 0.01
C 1.22 -0.50 1.39
Cl 0.28 -0.13 -1.16
C -2.06 -3.13 -1.03
Br -2.82 -1.37 -0.36
C -2.78 -3.44 -2.45
I -4.66 -4.59 -2.08
C -3.33 -2.22 -3.30
C -3.90 -2.88 -4.69
I -1.93 -0.70 -3.92
N -2.83 -4.04 -0.06
C -1.89 -4.62 0.88
O -1.97 -4.72 2.10
C -0.70 -5.00 -0.15
Br -1.37 -6.39 -1.45
C 0.49 -5.81 0.49
F 1.14 -6.54 -0.58
C 0.05 -6.96 1.53
C 0.79 -8.35 1.27
H 1.91 -5.02 -3.97
H 1.77 -3.71 -5.32
H 2.75 -3.39 -3.83
H 0.66 -2.15 -3.57
H -0.36 -3.69 -4.00
H 2.56 -3.20 -1.65
H -0.64 -2.24 1.21
H 0.84 -3.22 1.03
H 2.03 -1.56 -0.33
H 1.94 -1.04 2.06
H 0.21 -0.30 1.86
H 1.64 0.51 1.05
H -2.22 -4.17 -3.12
H -4.25 -1.71 -2.87
H -3.68 -2.16 -5.53
H -3.46 -3.92 -4.86
H -5.01 -3.02 -4.61
H -3.37 -3.43 0.58
H 1.32 -5.23 0.99
H -1.06 -7.16 1.32
H 0.10 -6.62 2.61
H 1.90 -8.20 1.41
H 0.53 -8.80 0.25
H 0.39 -9.10 2.03
C -3.85 -3.63 4.01
O -4.01 -2.21 4.13
P -5.34 -1.72 5.11
O -6.37 -1.98 4.01
O -4.84 -0.17 5.07
C -4.40 0.40 3.85
O -6.51 -1.29 6.28
C -7.29 -2.38 6.78
H -2.91 -3.82 3.49
H -3.81 -4.09 5.00
H -4.67 -4.06 3.43
H -4.92 -0.03 2.99
H -3.32 0.26 3.74
H -4.61 1.47 3.88
H -6.64 -3.21 7.08
H -7.99 -2.71 6.02
H -7.84 -2.03 7.65
C 4.03 4.70 1.56
O 5.18 4.63 0.73
P 4.97 3.73 -0.72
O 5.12 2.40 0.01
O 6.42 4.24 -1.28
C 7.53 4.28 -0.41
O 4.68 2.98 -2.23
C 3.41 2.35 -2.35
H 4.23 5.40 2.37
H 3.17 5.05 0.99
H 3.81 3.72 1.99
H 7.48 3.51 0.36
H 7.60 5.27 0.06
H 8.43 4.13 -1.00
H 2.61 3.03 -2.03
H 3.38 1.44 -1.75
H 3.25 2.09 -3.39
C 2.35 11.33 -1.93
O 2.53 9.95 -2.21
P 1.44 8.90 -1.40
O 2.19 8.98 -0.07
O 1.94 7.63 -2.28
C 3.33 7.43 -2.50
O 0.17 7.94 -0.77
C -0.72 8.61 0.11
H 3.00 11.91 -2.60
H 1.31 11.63 -2.12
H 2.62 11.55 -0.90
H 3.93 7.80 -1.67
H 3.63 7.92 -3.42
H 3.51 6.36 -2.61
H -1.06 9.55 -0.33
H -0.23 8.81 1.07
H -1.58 7.97 0.28
```

Density functional theory data (the ωB97M-V functional and the def2-TZVPD basis) for a 2-piece molecular cluster, C24H51BN5O8 overall.

- orbital gap (eV) = 9.57
- charge = +1
- electronic energy (a.u.) = -1845.51090
- highest occupied orbital energy (eV) = -11.5

```
89
C24H51BN5O8 the ωB97M-V functional and the def2-TZVPD basis
C 4.20 -2.07 -0.29
C 4.74 -1.52 1.05
C 4.26 -0.10 1.24
O 4.82 0.81 0.71
O 3.22 0.01 2.08
C 2.44 1.20 1.98
C 0.94 0.92 1.76
C 0.28 1.42 0.48
O 0.05 2.77 0.21
C 0.43 3.74 1.17
C -0.65 4.13 2.17
C 0.04 4.81 3.36
O -1.38 3.01 2.65
C -1.19 0.79 0.61
C -1.43 -0.18 -0.60
C -2.47 -1.28 -0.47
C -3.58 -0.77 0.50
C -3.15 -1.62 -1.83
C -2.49 -2.88 -2.42
C -0.01 -0.52 -1.08
O 0.78 -1.40 -0.33
B 0.57 -2.78 -0.53
O 0.00 -3.49 0.47
O 0.99 -3.48 -1.61
N 0.65 0.81 -0.85
C 2.02 1.01 -1.43
C 1.94 2.00 -2.59
C 3.27 2.02 -3.33
C 3.31 0.97 -4.42
N 2.31 1.29 -5.46
C 1.57 0.15 -5.87
N 0.34 0.12 -5.64
N 2.20 -0.95 -6.55
H 3.31 -1.51 -0.54
H 4.91 -1.92 -1.09
H 3.90 -3.11 -0.21
H 4.30 -2.12 1.84
H 5.81 -1.57 1.14
H 2.54 1.71 2.94
H 2.80 1.92 1.25
H 0.38 1.35 2.59
H 0.79 -0.14 1.85
H 1.35 3.53 1.72
H 0.64 4.65 0.61
H -1.33 4.86 1.72
H -0.75 5.15 4.03
H 0.67 5.63 3.03
H 0.65 4.10 3.90
H -1.52 3.11 3.60
H -1.88 1.61 0.54
H -1.36 0.18 1.49
H -1.84 0.48 -1.38
H -2.10 -2.20 -0.02
H -3.75 0.30 0.39
H -4.50 -1.31 0.36
H -3.23 -0.98 1.51
H -4.19 -1.84 -1.67
H -3.07 -0.77 -2.51
H -2.92 -3.10 -3.40
H -2.59 -3.70 -1.72
H -1.43 -2.69 -2.57
H 0.01 -0.68 -2.16
H -0.30 -2.85 1.13
H 0.88 -3.01 -2.45
H 0.08 1.40 -1.47
H 2.78 1.29 -0.71
H 2.32 0.06 -1.87
H 1.65 2.97 -2.20
H 1.19 1.60 -3.29
H 4.13 1.93 -2.66
H 3.34 2.98 -3.83
H 3.14 -0.03 -4.00
H 4.30 0.98 -4.87
H 2.81 1.66 -6.27
H -0.05 -0.75 -5.98
H 2.58 -0.64 -7.44
H 2.95 -1.35 -5.99
C -3.86 -2.05 3.73
O -2.95 -1.25 3.60
N -4.62 -2.18 4.82
C -5.69 -3.16 4.92
C -4.37 -1.30 5.96
H -4.13 -2.76 2.93
H -6.64 -2.65 5.08
H -5.49 -3.84 5.75
H -5.75 -3.73 4.00
H -4.49 -0.26 5.65
H -3.35 -1.44 6.31
H -5.06 -1.52 6.76
```